P:
Here is a cluster of 4 separate species, C2H12O3S2 in total from the Open Molecules 2025 dataset. Energies are from ωB97M-V/def2-TZVPD.

Summary:
E_HOMO = -0.30080 hartree
SMILES string = CCSS.O.O.O
LUMO = 0.4052 eV

CARTESIAN COORDINATES (ANGSTROEM)
S1 1.28750 -1.83209 1.92014
S2 0.95367 -1.30434 -0.03132
O1 -0.66951 1.39186 -2.55875
O2 2.18209 2.56630 -0.77575
O3 -1.50406 -1.69253 -3.29479
C1 -0.25451 0.47781 2.56473
C2 -0.20925 -1.05565 2.73690
H1 -2.32837 -1.20864 -3.38436
H2 -0.49876 0.44243 -2.57271
H3 -0.10003 -1.23687 3.80569
H4 -1.54303 -2.45818 -3.83725
H5 -0.48702 0.69269 1.52344
H6 0.16606 1.79286 -2.33802
H7 -1.06862 0.85512 3.18129
H8 2.12527 2.51088 -1.70689
H9 2.67473 1.84009 -0.39581
H10 -0.35415 -1.20944 0.13439
H11 0.72264 0.91713 2.75427
H12 -1.09464 -1.48941 2.27479

***

Q:
Here is a cluster of 4 separate species, C2H12O3S2 in total from the Open Molecules 2025 dataset. Energies are from ωB97M-V/def2-TZVPD.

Summary:
E_HOMO = -0.31101 hartree
SMILES string = CCSS.O.O.O
LUMO = 0.4734 eV

CARTESIAN COORDINATES (ANGSTROEM)
S1 0.28688 0.31475 2.00607
S2 1.81951 0.23764 0.61040
O1 -0.35627 1.89717 -1.85258
O2 -2.12747 -0.40574 -2.50986
O3 -4.29646 3.14276 0.29830
C1 2.58330 -2.28997 1.60966
C2 2.07698 -1.60864 0.23673
H1 -0.55177 1.10739 -2.40676
H2 2.25702 -1.59882 2.41489
H3 0.82970 1.19416 2.76335
H4 0.53685 1.88944 -1.78521
H5 3.62037 -2.68084 1.68986
H6 -1.99576 -1.32670 -2.32409
H7 1.14795 -2.04121 0.09752
H8 1.84019 -3.24966 1.68106
H9 2.80353 -1.74407 -0.46723
H10 -2.59159 0.01612 -1.80865
H11 -3.78189 3.96985 0.43212
H12 -4.10107 3.17637 -0.68559

***

The structure with the most favorable energy is P; the runner-up is 96.8 kJ/mol above it.

***

P:
Here is a cluster of 2 separate species, CHFO2 in total from the Open Molecules 2025 dataset. Energies are from ωB97M-V/def2-TZVPD.

Summary:
E_HOMO = -0.42539 hartree
LUMO = 0.5168 eV

CARTESIAN COORDINATES (ANGSTROEM)
F1 1.01032 1.62809 -0.93348
O1 -1.77613 -0.95094 0.45013
O2 1.10282 0.89000 0.21890
C1 -0.90506 -1.62751 0.24298
H1 0.56805 0.06036 0.02147

***

Q:
Here is a structure of composition CHFO2 from the Open Molecules 2025 dataset. Energies are from ωB97M-V/def2-TZVPD.

Summary:
E_HOMO = -0.41847 hartree
LUMO = 0.8702 eV

CARTESIAN COORDINATES (ANGSTROEM)
F1 0.14405 -1.38767 0.06673
O1 0.69959 0.77859 0.76864
O2 0.68120 0.79750 -0.65797
C1 -0.07419 -0.04903 0.04567
H1 -1.45065 -0.13939 -0.22306

***

The structure with the most favorable energy is P; the runner-up is 76.1 kJ/mol above it.

***

P:
Here is a cluster of 2 separate species, C3H8NO2S in total from the Open Molecules 2025 dataset. Energies are from ωB97M-V/def2-TZVPD.

Summary:
E_HOMO = -0.11099 hartree
LUMO = 3.7061 eV
net charge = -1

CARTESIAN COORDINATES (ANGSTROEM)
S1 2.08438 0.73921 0.94107
O1 0.25871 1.11473 -3.21091
O2 -1.97118 -1.98260 -1.04642
N1 -0.64912 -1.14416 0.56806
C1 -1.90590 -1.28877 -0.07895
C2 -0.43266 0.00671 1.54982
C3 0.25534 1.18180 0.89267
H1 0.22511 -0.31120 2.38571
H2 -1.38425 0.37293 2.13385
H3 -2.70582 -0.73457 0.33835
H4 0.18637 2.11411 1.49462
H5 0.23148 -1.32779 -0.07904
H6 -0.32723 1.43856 -0.09928
H7 -0.20098 0.94345 -2.30882
H8 1.36817 1.23071 -3.02156

***

Q:
Here is a cluster of 2 separate species, C3H8NO2S in total from the Open Molecules 2025 dataset. Energies are from ωB97M-V/def2-TZVPD.

Summary:
E_HOMO = -0.14407 hartree
LUMO = 4.0047 eV
net charge = -1

CARTESIAN COORDINATES (ANGSTROEM)
S1 0.71336 -2.39170 0.91216
O1 0.26432 -1.70308 -0.35972
O2 -0.18736 -2.20754 2.03302
N1 2.22240 -1.54209 1.56067
C1 -1.55955 0.65868 -1.02204
C2 -0.98773 0.72393 0.22786
C3 -0.90920 1.64026 -2.03632
H1 2.31674 -0.52563 1.33168
H2 -0.17169 1.40324 0.46406
H3 -0.28093 -0.24664 0.01144
H4 2.34639 -1.86008 2.49473
H5 -1.67058 0.39955 1.10615
H6 -0.74403 2.59548 -1.63549
H7 0.07784 1.36728 -2.14561
H8 -1.42996 1.68834 -2.94258

***

R:
Here is a cluster of 2 separate species, C3H8NO2S in total from the Open Molecules 2025 dataset. Energies are from ωB97M-V/def2-TZVPD.

Summary:
E_HOMO = -0.11740 hartree
LUMO = 3.9750 eV
net charge = -1

CARTESIAN COORDINATES (ANGSTROEM)
S1 0.63204 -0.06753 -1.71234
O1 -2.71082 0.70941 -0.43908
O2 -1.92760 -1.37180 -0.85263
N1 0.41471 0.90696 1.44856
C1 1.49284 -0.61005 -0.19763
C2 -2.85485 -0.41938 -0.83360
C3 1.66008 0.52825 0.79382
H1 -0.27583 1.03581 0.71050
H2 2.36869 0.18625 1.56989
H3 -3.85148 -0.73685 -1.18151
H4 0.53361 1.79243 1.92203
H5 2.50161 -0.96102 -0.44040
H6 -1.06018 -0.90442 -1.28859
H7 0.95208 -1.45125 0.24902
H8 2.12511 1.36320 0.25195

***

S:
Here is a cluster of 2 separate species, C3H8NO2S in total from the Open Molecules 2025 dataset. Energies are from ωB97M-V/def2-TZVPD.

Summary:
E_HOMO = -0.10312 hartree
LUMO = 3.1302 eV
net charge = -1

CARTESIAN COORDINATES (ANGSTROEM)
S1 -0.84767 -0.50196 -0.14936
O1 -5.03027 -5.40339 -0.49737
O2 2.46248 2.68475 2.08317
N1 1.51419 1.88950 0.18259
C1 0.14202 0.49080 -1.34836
C2 1.51486 0.76851 -0.76657
C3 2.45406 1.92210 1.13599
H1 -4.36680 -4.84352 -0.08739
H2 2.23267 0.99166 -1.57523
H3 1.88973 -0.15899 -0.32809
H4 3.26230 1.19276 0.95043
H5 0.55470 2.07408 0.47126
H6 -5.77179 -4.84868 -0.74084
H7 -0.40094 1.39617 -1.63320
H8 0.26608 -0.10036 -2.25231

***

The structure with the most favorable energy is R; the runner-up is 25.4 kJ/mol above it.

***

P:
Here is the molecule C23H30N4O4 from the Open Molecules 2025 dataset. Energies are from ωB97M-V/def2-TZVPD.

Summary:
E_HOMO = -0.30728 hartree
SMILES string = C=C(C)C(=O)N1C[C@@]2(CC(c3cccc(NC(=O)CCCCC)c3)=NO2)C[C@H]1C(N)=O
LUMO = 0.4059 eV

CARTESIAN COORDINATES (ANGSTROEM)
O1 2.75608 3.18826 -0.29599
O2 2.25916 -0.24864 2.79901
O3 5.96825 -1.50304 0.71284
O4 -5.87266 1.36603 0.33679
N1 -3.73134 0.82507 0.90302
N2 3.95973 -1.70763 2.54334
N3 4.49232 0.13953 0.26724
N4 1.45264 3.54161 -0.46033
C1 3.77094 1.00405 -0.64420
C2 -5.27463 -3.32858 -2.03406
C3 5.59843 -0.96123 -1.57437
C4 -2.97796 1.84075 0.30764
C5 2.85946 1.85746 0.25109
C6 0.66576 2.60078 -0.11078
C7 -4.33562 -2.24277 0.07083
C8 -5.51704 -0.61432 1.63888
C9 -0.77724 2.71536 -0.18218
C10 -1.59161 1.73051 0.36854
C11 -1.36434 3.82021 -0.80305
C12 4.98783 -2.20232 -2.14679
C13 3.37069 -0.51738 2.39170
C14 6.35021 -0.11346 -2.25675
C15 4.27232 0.50919 1.66452
C16 -5.08428 0.63745 0.89459
C17 -2.73941 3.91903 -0.86935
C18 1.40756 1.37316 0.36159
C19 -3.55343 2.94113 -0.32194
C20 -4.45919 -3.52054 -0.76103
C21 3.62203 1.88391 1.58383
C22 -5.66839 -1.79034 0.66467
C23 5.38249 -0.79692 -0.10069
H1 3.90619 -2.19503 -2.01114
H2 -4.86383 -2.51647 -2.63004
H3 -4.80865 -0.86714 2.43005
H4 5.23645 0.52243 2.18565
H5 3.21078 0.42173 -1.38024
H6 3.45278 -2.45415 2.99048
H7 -3.92501 -1.45000 -0.55889
H8 4.86413 -1.88422 2.11048
H9 -3.45493 -3.85544 -1.03227
H10 -3.17919 0.12406 1.37770
H11 -6.12423 -2.62790 1.19784
H12 1.15386 1.09649 1.38454
H13 -3.62903 -2.43002 0.88535
H14 -0.72311 4.57794 -1.22238
H15 -1.15024 0.87575 0.86130
H16 -4.62567 3.02234 -0.37582
H17 2.96156 2.06281 2.43009
H18 -4.91453 -4.30494 -0.15201
H19 -3.19355 4.77104 -1.35217
H20 -5.25679 -4.23642 -2.63272
H21 -6.48835 -0.40615 2.08971
H22 -6.31066 -3.09622 -1.80375
H23 6.55862 -0.26239 -3.30303
H24 6.80111 0.74961 -1.79694
H25 5.21389 -2.29112 -3.20590
H26 4.37282 2.67293 1.53890
H27 4.45357 1.67226 -1.18009
H28 -6.34690 -1.48725 -0.13314
H29 5.38125 -3.07190 -1.62154
H30 1.19892 0.52107 -0.28861

***

Q:
Here is the molecule C23H30N4O4 from the Open Molecules 2025 dataset. Energies are from ωB97M-V/def2-TZVPD.

Summary:
E_HOMO = -0.29675 hartree
SMILES string = COc1cccc(CN2CCNC(=O)[C@@H]2CC(=O)N(C)CCc2ccccn2)c1OC
LUMO = 0.7613 eV

CARTESIAN COORDINATES (ANGSTROEM)
O1 -3.49473 2.01884 0.21227
O2 2.45802 -0.20116 -2.50294
O3 1.59180 1.07888 0.20310
O4 2.73295 -2.86819 -1.54694
N1 0.39377 -1.31468 4.63263
N2 -3.43898 2.99120 -1.79828
N3 -1.21608 1.58844 -2.54033
N4 -0.09978 -0.10902 1.06238
C1 -1.60626 1.48400 -1.14970
C2 -0.44326 1.27919 5.11796
C3 0.40759 0.99787 4.06397
C4 -1.47038 -0.33073 1.46015
C5 -0.58574 2.00671 -0.09877
C6 0.06842 0.98816 -2.86840
C7 -2.93430 2.17500 -0.85965
C8 1.68466 -0.68946 2.69816
C9 0.80369 -0.32123 3.85284
C10 0.14229 -0.47431 -2.52271
C11 -1.37562 2.93061 -3.05221
C12 0.32486 -3.11556 -1.71463
C13 0.39142 0.95529 0.39165
C14 1.48660 -2.36310 -1.82494
C15 2.83421 -4.16947 -1.02661
C16 -2.87184 3.22088 -3.10448
C17 -0.90395 -2.58198 -2.06242
C18 3.64107 -0.27399 -1.73056
C19 0.84833 -1.12556 1.48219
C20 1.40151 -1.02152 -2.24876
C21 -0.99421 -1.26875 -2.47351
C22 -0.41389 -1.03879 5.64107
C23 -0.86716 0.23833 5.93053
H1 -0.77074 2.29187 5.30505
H2 -0.71084 -1.88851 6.24292
H3 4.23959 0.57534 -2.05841
H4 0.37364 -4.14107 -1.38610
H5 -3.34192 2.55813 -3.84199
H6 -1.49828 -0.59729 2.51857
H7 0.90991 1.49504 -2.37452
H8 4.19023 -1.20017 -1.90405
H9 0.76234 1.77893 3.40886
H10 2.32749 -1.52200 2.98423
H11 -1.94363 -0.84592 -2.76249
H12 2.29722 0.16293 2.40488
H13 -3.05587 4.25842 -3.39683
H14 -1.77354 0.42199 -0.94827
H15 -1.13531 2.40578 0.75626
H16 2.48274 -4.92017 -1.74200
H17 1.52752 -1.32373 0.64906
H18 0.21057 1.10368 -3.94840
H19 -1.52868 0.41329 6.76452
H20 -0.87167 3.69270 -2.43427
H21 3.89593 -4.32476 -0.83903
H22 -4.33981 3.39853 -1.58897
H23 0.00641 2.81729 -0.52834
H24 -2.09000 0.54944 1.31414
H25 -1.89797 -1.16026 0.88771
H26 3.41356 -0.16119 -0.66903
H27 -1.78676 -3.20102 -2.00895
H28 2.28303 -4.27325 -0.08619
H29 -0.96137 2.98275 -4.06021
H30 0.29124 -2.03266 1.71879

***

The structure with the most favorable energy is P; the runner-up is 21.1 kJ/mol above it.